[1]
DFT (the ωB97M-V functional and the def2-TZVPD basis) results for one molecule with the formula C5H7NO.

```
14
C5H7NO (the ωB97M-V functional and the def2-TZVPD basis)
C 0.56 -0.11 1.64
C -0.30 0.69 0.66
C -0.14 0.22 -0.77
C 1.21 0.37 -1.32
N 2.29 0.49 -1.72
C -0.99 -0.84 -1.32
O -1.18 0.52 -1.67
H 0.30 -1.17 1.61
H 0.41 0.24 2.67
H 1.63 -0.01 1.41
H -1.36 0.61 0.91
H -0.04 1.76 0.71
H -0.62 -1.49 -2.12
H -1.76 -1.27 -0.68
```

Results
Structure (SMILES): CC[C@@]1(C#N)CO1
Calculated total energy (Ha): -324.6624
Orbital gap (eV): 11.950
ΔE to the lowest compared entry with this formula, charge and spin (kcal/mol): 38.9
LUMO energy (eV): 0.815

[2]
DFT (the ωB97M-V functional and the def2-TZVPD basis) results for a 2-piece molecular cluster, C4H11S3 overall.

```
18
C4H11S3 (the ωB97M-V functional and the def2-TZVPD basis)
C -1.26 1.77 -1.11
S -2.21 0.22 -1.19
S -1.01 -1.10 -0.12
C 0.19 -1.46 -1.41
H -1.97 2.51 -0.74
H -0.46 1.59 -0.37
H -0.80 2.07 -2.05
H 0.82 -0.60 -1.65
H 0.86 -2.28 -1.15
H -0.34 -1.72 -2.33
C 2.20 0.05 2.93
C 1.33 -0.18 1.68
S 1.96 0.77 0.26
H 2.17 1.07 3.32
H 3.25 -0.16 2.70
H 1.94 -0.63 3.76
H 0.34 0.20 1.90
H 1.33 -1.24 1.43
```

Results
Calculated total energy (Ha): -1353.5839
Charge: -1
Orbital gap (eV): 5.703
ΔE to the lowest compared entry with this formula, charge and spin (kcal/mol): 13.8
LUMO energy (eV): 3.147

Q: calculated total energy of number 1 (C5H7NO)?
A: -324.6624 Ha

Q: Which of these has the highest ΔE to the lowest compared entry with this formula, charge and spin?
A: C5H7NO

Q: Among the records above, which one has the lowest ΔE to the lowest compared entry with this formula, charge and spin?
A: C4H11S3